1.
A structure of composition C40H42NOP2Re at a distorted geometry. Source: the OMol25 dataset; level of theory: ωB97M-V/def2-TZVPD.

Computed properties:
* spin multiplicity: 5
* energy relative to the best compared isomer or geometry (same formula, charge and spin): 18.0 kcal/mol
* frontier orbital gap (spin up / spin down): 6.18 / 5.89 eV
* HOMO level (spin up / spin down): -11.91 / -13.14 eV
* net charge: +2

```
87
C40H42NOP2Re | the OMol25 dataset | ωB97M-V/def2-TZVPD
Re 1.40527 0.85074 1.13438
C 3.61344 1.75781 1.19557
C 3.35504 1.08127 -0.02207
C 4.04476 -0.24359 -0.28923
C 3.31760 -1.47316 0.26491
C 2.14655 -1.16997 1.16211
C 2.37454 -0.50505 2.43903
C 3.79868 -0.17630 2.85962
C 4.40439 1.11517 2.29430
C -0.40805 0.10262 1.48191
H 3.65034 2.85503 1.16765
H 3.17243 1.70382 -0.90596
H 5.07415 -0.21232 0.09047
H 4.09089 -0.36385 -1.38354
H 2.93316 -2.03776 -0.59479
H 4.02863 -2.15451 0.74816
H 1.37877 -1.95383 1.16266
H 1.75941 -0.85315 3.29157
H 4.42651 -1.04600 2.62271
H 3.81252 -0.09534 3.95883
H 4.51393 1.80412 3.15057
H 5.43771 0.90627 1.97824
H -0.48496 -0.67789 2.24313
H -0.61098 -0.36965 0.50017
H -1.18604 0.84492 1.65718
P -1.57652 0.48153 -2.31501
P -1.69725 -1.82054 -0.89446
C -0.46084 -0.76347 -2.95703
C -0.43956 -1.89588 -2.18340
C -2.56971 1.04064 -3.76582
C -2.27492 0.73261 -5.10739
C -3.03170 1.30796 -6.13531
C -4.11445 2.14434 -5.84131
C -4.46016 2.38529 -4.50605
C -3.70387 1.83277 -3.47494
C -0.63523 1.98062 -1.94985
C -0.64633 2.34483 -0.59320
C 0.35213 3.19819 -0.12646
C 1.16622 3.88345 -1.04566
C 1.03692 3.63759 -2.41350
C 0.18374 2.63930 -2.87792
C -3.21496 -2.68409 -1.60518
C -3.94271 -2.06694 -2.64625
C -5.12434 -2.62791 -3.12929
C -5.59889 -3.83644 -2.59908
C -4.85597 -4.48726 -1.61166
C -3.66556 -3.92358 -1.13239
C -1.17335 -3.00574 0.38439
C -1.83376 -2.92132 1.62716
C -1.37853 -3.66638 2.71079
C -0.28905 -4.52861 2.55500
C 0.31553 -4.67513 1.29615
C -0.13866 -3.93448 0.20801
H 0.08713 -0.58002 -3.88043
H 0.22610 -2.75362 -2.30694
H -1.46667 0.04545 -5.35765
H -2.77440 1.09513 -7.17765
H -4.69118 2.59717 -6.64563
H -5.32500 3.00757 -4.26823
H -3.98256 1.99933 -2.43589
H -1.41059 1.90996 0.05935
H 0.46296 3.38125 0.94983
H 1.90678 4.58245 -0.66508
H 1.61782 4.20929 -3.13580
H 0.15544 2.36480 -3.92418
H -3.58002 -1.12968 -3.08405
H -5.67999 -2.12413 -3.92334
H -6.53522 -4.26499 -2.96652
H -5.20370 -5.43977 -1.20919
H -3.08791 -4.46284 -0.38283
H -2.68397 -2.24367 1.73035
H -1.87526 -3.55507 3.68120
H 0.08728 -5.09036 3.40900
H 1.14822 -5.36563 1.16351
H 0.31158 -4.06761 -0.77584
O 1.23419 1.99905 2.58822
N 1.64554 2.64636 3.75074
C 2.82083 3.32504 3.79398
C 3.45625 3.46868 5.02190
C 2.78704 3.14191 6.19581
C 1.45224 2.75047 6.09915
C 0.86791 2.56186 4.85874
H 3.24528 3.71247 2.86500
H 4.49627 3.80709 5.03591
H 3.31866 3.17673 7.14937
H 0.85574 2.58465 6.98210
H -0.16369 2.24990 4.72714
```

=====

2.
A structure of composition C40H42NOP2Zr at a distorted geometry. Source: the OMol25 dataset; level of theory: ωB97M-V/def2-TZVPD.

Computed properties:
* spin multiplicity: 2
* energy relative to the best compared isomer or geometry (same formula, charge and spin): 0.0 kcal/mol
* frontier orbital gap (spin up / spin down): 6.84 / 3.96 eV
* HOMO level (spin up / spin down): -13.19 / -13.19 eV
* net charge: +2

```
87
C40H42NOP2Zr | the OMol25 dataset | ωB97M-V/def2-TZVPD
Zr 1.36830 -0.58341 -0.49953
C -2.84193 -0.09436 4.62145
C -3.10253 0.14047 3.33802
C -3.20068 1.50017 2.70113
C -1.96347 2.03274 1.92176
C -0.61197 1.80933 2.53395
C -0.36026 1.45867 3.79671
C -1.29269 1.93796 4.90305
C -2.26673 0.93254 5.54560
C 2.82049 0.49223 0.88195
H -3.13020 -1.06000 5.06366
H -3.48364 -0.69098 2.73106
H -3.50158 2.29159 3.41744
H -4.02830 1.42461 1.96428
H -1.95831 1.55259 0.93886
H -2.12484 3.10451 1.66305
H 0.24134 1.91100 1.84217
H 0.57039 0.99225 4.17101
H -1.92861 2.75840 4.53518
H -0.73982 2.42366 5.72969
H -1.83418 0.49567 6.45623
H -3.13088 1.52194 5.86406
H 2.46834 -0.08878 1.77500
H 2.60883 1.56227 1.02929
H 3.91068 0.35743 0.81348
P -0.12305 -1.89178 -2.73030
P 1.62314 0.65036 -2.77964
C -0.81708 -0.33427 -3.37071
C -0.08357 0.79486 -3.36414
C -0.46863 -3.02862 -4.19630
C -1.48604 -2.74116 -5.12427
C -1.91573 -3.67811 -6.07367
C -1.26847 -4.90595 -6.18700
C -0.17488 -5.17867 -5.36014
C 0.23033 -4.24780 -4.38338
C -1.60676 -2.23918 -1.68343
C -1.98996 -1.27206 -0.75133
C -2.73104 -1.64399 0.35366
C -3.33098 -2.90108 0.39914
C -3.12387 -3.81042 -0.65493
C -2.21511 -3.50712 -1.67386
C 2.48818 0.77881 -4.36535
C 2.17237 -0.13490 -5.39943
C 2.50454 0.20289 -6.71147
C 3.17858 1.41063 -6.96534
C 3.48511 2.31017 -5.93363
C 3.12788 1.99195 -4.63540
C 1.92633 2.20155 -1.84781
C 3.21995 2.43892 -1.33186
C 3.48594 3.64021 -0.67544
C 2.48473 4.61640 -0.57071
C 1.23265 4.40217 -1.15102
C 0.93703 3.19062 -1.76376
H -1.85083 -0.39404 -3.72487
H -0.39947 1.75611 -3.77897
H -1.97227 -1.77425 -5.10885
H -2.75879 -3.44135 -6.71406
H -1.60555 -5.63861 -6.90982
H 0.35932 -6.12491 -5.46298
H 1.09548 -4.47718 -3.75022
H -1.71322 -0.22553 -0.88138
H -2.78677 -0.97770 1.21548
H -3.94741 -3.17432 1.25733
H -3.66142 -4.75850 -0.67764
H -1.98078 -4.22436 -2.46192
H 1.60772 -1.04023 -5.17760
H 2.22495 -0.46543 -7.53467
H 3.45979 1.65955 -7.98912
H 3.97901 3.26500 -6.13349
H 3.26815 2.71409 -3.82715
H 3.98402 1.65772 -1.40015
H 4.47332 3.81659 -0.24395
H 2.68974 5.54661 -0.03553
H 0.47773 5.18963 -1.13288
H -0.04804 3.00739 -2.18830
O 0.04794 -1.16942 0.58152
N 1.11430 -0.77062 5.98660
C 0.06485 -1.17926 6.70674
C -0.03464 -0.96732 8.09790
C 1.03775 -0.36084 8.76193
C 2.16005 0.02060 8.02302
C 2.15150 -0.21471 6.62462
H -0.73526 -1.68839 6.15168
H -0.95848 -1.27696 8.60042
H 0.96714 -0.14539 9.83409
H 3.03113 0.49960 8.47010
H 3.00973 0.05950 6.01508
```

=====

3.
A structure of composition C40H43Cl5Ge2N4O3RhS at a distorted geometry. Source: the OMol25 dataset; level of theory: ωB97M-V/def2-TZVPD.

Computed properties:
* spin multiplicity: 5
* frontier orbital gap (spin up / spin down): 7.61 / 4.09 eV
* HOMO level (spin up / spin down): -10.00 / -9.99 eV
* net charge: +1

```
99
C40H43Cl5Ge2N4O3RhS | the OMol25 dataset | ωB97M-V/def2-TZVPD
Rh -0.52025 -0.81140 0.16599
N 5.71525 -4.89340 -3.87811
C 4.52175 -4.64200 -3.29161
C 4.44575 -4.18740 -1.96391
C 3.22845 -3.87170 -1.40101
C 2.06105 -4.01980 -2.13191
C 2.10975 -4.54120 -3.41571
C 3.32125 -4.84550 -3.99451
S 0.49745 -3.71220 -1.30971
O -0.55015 -4.47590 -1.91511
O 0.73385 -3.92630 0.09169
N 0.03065 -2.05560 -1.44671
C -0.34815 -1.82890 -2.69471
N -1.20885 -0.83920 -2.99191
C -1.65725 -0.73540 -4.23421
C -1.28325 -1.60490 -5.23011
C -0.33735 -2.55940 -4.85931
N 0.13075 -2.64910 -3.64381
H 6.57405 -4.74540 -3.37911
H 5.76445 -5.17490 -4.84051
H 5.34665 -4.09750 -1.37531
H 3.17685 -3.53740 -0.38001
H 1.18915 -4.71980 -3.93981
H 3.35845 -5.24850 -4.99571
H -2.34605 0.08280 -4.40301
H -1.66265 -1.53440 -6.23351
H 0.06665 -3.26990 -5.56821
C -2.60285 0.95620 4.52789
C -2.24755 0.02530 3.39019
Ge -1.22335 0.93150 1.83579
C -0.44675 2.69540 2.57779
C -0.17595 3.83330 1.61379
C -2.83865 1.94740 1.04379
C -3.02915 2.19810 -0.22101
Ge -1.93045 0.55400 -1.39231
C -1.09995 2.02320 -2.64551
C -0.18855 2.94320 -1.85921
C -3.76965 -0.45020 -1.62101
C -4.36855 -0.82750 -0.28371
C -3.75125 3.22720 -0.92061
C -3.91455 4.47170 -0.28601
C -4.63355 5.48460 -0.88901
C -5.18725 5.29750 -2.14751
C -5.01585 4.08550 -2.79531
C -4.30165 3.06640 -2.19521
H -3.16805 0.39260 5.27059
H -3.22425 1.78720 4.19929
H -1.71245 1.34370 5.01469
H -3.15085 -0.39000 2.94319
H -1.62745 -0.78440 3.75859
H 0.44035 2.48920 3.16659
H -1.23795 2.99410 3.26519
H 0.71405 3.65440 1.02079
H -0.02685 4.75700 2.17019
H -1.02315 3.97550 0.95059
H -3.48325 2.31810 1.83339
H -1.89235 2.59830 -3.12001
H -0.52265 1.50600 -3.40681
H -0.76985 3.61450 -1.23561
H 0.41715 3.54520 -2.53541
H 0.48125 2.36440 -1.22141
H -3.56385 -1.34440 -2.20441
H -4.45785 0.18120 -2.17831
H -3.66275 -1.42920 0.29259
H -5.27745 -1.41110 -0.43011
H -4.63175 0.06160 0.28599
H -3.48975 4.62170 0.69549
H -4.76475 6.42880 -0.38121
H -5.74395 6.09150 -2.62201
H -5.43635 3.93700 -3.77891
H -4.16795 2.13260 -2.71951
Cl -1.53235 -2.71990 1.94359
C 0.13785 -2.56320 2.27699
C 0.77225 -1.67920 1.41119
C 2.15465 -1.69850 1.34869
Cl 2.88775 -0.85800 0.04299
C 2.89485 -2.47630 2.22969
Cl 4.60975 -2.47050 2.15009
C 2.23385 -3.28410 3.15859
Cl 3.14655 -4.23240 4.24609
C 0.83425 -3.36900 3.15899
Cl 0.02435 -4.47180 4.18529
C 2.50945 -0.48850 4.91759
C 1.93895 0.24060 3.73439
O 0.76235 0.10690 3.43089
C 2.84635 1.10810 2.96039
C 4.09105 1.51610 3.44819
C 4.91135 2.31820 2.67859
C 4.51985 2.70760 1.40709
C 3.28885 2.30880 0.91169
C 2.45765 1.52560 1.68569
H 1.79495 -1.22860 5.27059
H 2.70545 0.22770 5.71349
H 3.44405 -0.97730 4.66199
H 4.41185 1.23130 4.43659
H 5.85865 2.64710 3.07619
H 5.16855 3.31720 0.79759
H 2.97445 2.60670 -0.07801
H 1.50215 1.20170 1.28849
```

=====

4.
A structure of composition C40H43N4O3P2PtS2. Source: the OMol25 dataset; level of theory: ωB97M-V/def2-TZVPD.

Computed properties:
* energy relative to the best compared isomer or geometry (same formula, charge and spin): 0.6 kcal/mol
* frontier orbital gap: 8.34 eV
* HOMO level: -10.48 eV
* net charge: +1

```
95
C40H43N4O3P2PtS2 | the OMol25 dataset | ωB97M-V/def2-TZVPD
Pt 0.35615 0.90495 -1.08271
C 5.60204 2.94757 -2.34153
C 4.32660 3.03296 -3.16219
N 3.84231 1.71820 -3.59313
C 3.02306 0.91599 -2.91081
S 2.64307 1.32578 -1.27266
N 2.58552 -0.18072 -3.52324
C 1.98009 -1.36352 -2.90299
C 3.03233 -2.31443 -2.35782
H 5.94262 3.94925 -2.08034
H 6.39855 2.45474 -2.90017
H 5.42939 2.39295 -1.41950
H 4.48496 3.61618 -4.06925
H 3.52911 3.50765 -2.59430
H 4.24028 1.35416 -4.44662
H 2.80589 -0.26575 -4.50485
H 1.37447 -1.84133 -3.67191
H 1.28294 -1.04281 -2.12943
H 3.68013 -2.68487 -3.15353
H 2.54792 -3.17007 -1.88614
H 3.65427 -1.81629 -1.61203
C -0.93551 0.12996 2.05209
P 0.53762 0.66030 1.14289
C 1.86506 -0.40312 1.76003
C 2.42488 -1.39547 0.96681
C 3.41359 -2.22271 1.47806
C 3.84348 -2.06190 2.78588
C 3.27340 -1.08428 3.59146
C 2.28493 -0.25882 3.08288
C 0.93827 2.30605 1.79720
C 2.27715 2.69320 1.87928
C 2.60848 3.97024 2.29968
C 1.60751 4.87189 2.63797
C 0.27667 4.49496 2.54757
C -0.06242 3.21770 2.12298
P -1.83172 -1.40377 1.49557
C -2.94381 -1.65573 2.92951
C -4.15905 -2.27087 2.62973
C -5.08487 -2.54671 3.62577
C -4.81306 -2.19471 4.93842
C -3.61319 -1.56984 5.25033
C -2.68635 -1.30432 4.25423
C -0.59694 -2.74325 1.70240
C -0.25148 -3.43610 0.54311
C 0.63006 -4.50974 0.59987
C 1.16994 -4.89934 1.81495
C 0.83379 -4.21056 2.97531
C -0.04467 -3.14173 2.91902
H -1.67806 0.92406 1.94846
H -0.61933 0.08831 3.09708
H 2.07342 -1.52799 -0.04581
H 3.83989 -2.99961 0.85639
H 4.61780 -2.70472 3.18409
H 3.60287 -0.96210 4.61482
H 1.85638 0.51379 3.71119
H 3.06515 1.99162 1.63202
H 3.64867 4.25981 2.37058
H 1.86691 5.86771 2.97235
H -0.50656 5.19586 2.80360
H -1.10682 2.95359 2.02675
H -4.38064 -2.53162 1.60068
H -6.02092 -3.02777 3.37400
H -5.53513 -2.40047 5.71758
H -3.39900 -1.28793 6.27307
H -1.76089 -0.81447 4.52973
H -0.68418 -3.13538 -0.40444
H 0.87587 -5.05439 -0.30368
H 1.84531 -5.74418 1.86447
H 1.25089 -4.51479 3.92687
H -0.31477 -2.62934 3.83505
C -0.75906 3.60860 -5.73188
C -1.53150 2.61155 -4.86555
C -0.68288 1.96699 -3.87340
N -0.02095 1.45836 -3.09041
H -1.43874 4.05853 -6.45215
H 0.04312 3.11737 -6.28060
H -0.33222 4.40295 -5.12217
H -1.98992 1.82415 -5.46617
H -2.32796 3.09466 -4.29564
O -2.71337 2.66613 -1.93112
S -2.81160 1.68438 -0.87988
O -2.84096 2.17918 0.46957
N -1.65060 0.53612 -1.05294
C -2.11995 -0.63835 -1.59134
O -1.41035 -1.53739 -1.99759
C -3.61259 -0.64041 -1.60046
C -4.44881 -1.68956 -1.93294
C -5.81936 -1.48085 -1.84558
C -6.33484 -0.25193 -1.43927
C -5.49457 0.80514 -1.11043
C -4.13733 0.57339 -1.20183
H -4.03235 -2.63955 -2.23985
H -6.50045 -2.28418 -2.09287
H -7.40648 -0.11841 -1.37663
H -5.88656 1.76120 -0.79151
```

=====

5.
A structure of composition C40H44AsCdCl2N4PS at a distorted geometry. Source: the OMol25 dataset; level of theory: ωB97M-V/def2-TZVPD.

Computed properties:
* energy relative to the best compared isomer or geometry (same formula, charge and spin): 19.4 kcal/mol
* frontier orbital gap: 7.96 eV
* HOMO level: -7.56 eV
* net charge: 0

```
94
C40H44AsCdCl2N4PS | the OMol25 dataset | ωB97M-V/def2-TZVPD
Cd 19.62928 12.83782 11.76479
C 20.86764 8.96571 15.02272
C 21.68395 10.10143 14.52172
N 22.99538 10.04604 14.52693
N 23.32136 11.20174 13.84312
C 22.27495 11.88066 13.29003
S 22.34183 13.20735 12.29932
N 21.20292 11.20224 13.77628
N 19.87702 11.33770 13.38462
H 21.51777 8.20803 15.44964
H 20.35646 8.46437 14.26915
H 20.14829 9.27484 15.77753
H 24.21781 11.20637 13.40440
H 20.21754 12.95250 9.07483
H 19.48386 11.93233 14.16862
Cl 21.87569 16.81360 11.40681
C 21.28033 18.01424 12.54038
Cl 21.48394 19.68154 12.07105
H 21.84660 17.87760 13.47689
H 20.21399 17.84800 12.82379
C 19.66508 11.28462 7.21815
C 19.26620 11.23184 8.74564
C 17.88866 10.69554 8.77732
C 19.33932 12.55615 9.41909
C 20.18645 10.30309 9.51269
C 19.73679 9.24349 10.31916
C 20.56207 8.32181 10.94379
C 21.92347 8.68760 11.06087
C 22.37664 9.75224 10.35746
C 21.55987 10.54881 9.58433
H 19.10967 12.11099 6.84771
H 19.31116 10.39585 6.78623
H 20.78637 11.34349 6.88177
H 17.33245 11.23410 8.06503
H 17.51515 10.79048 9.82881
H 17.74466 9.64072 8.51414
H 18.59162 13.28466 9.01040
H 18.65801 9.03752 10.24976
H 20.14423 7.45032 11.47377
H 22.57842 8.16855 11.76875
H 23.45970 9.95106 10.47271
H 21.98776 11.36006 8.97251
C 15.72614 13.85692 12.65946
C 14.33785 14.57297 12.67191
As 13.14425 13.20352 11.95574
C 13.94816 13.07797 10.18187
C 14.62260 14.13220 9.56616
C 15.04645 14.02586 8.24635
C 14.96845 12.75729 7.65591
C 14.37640 11.64884 8.26346
C 13.80337 11.84211 9.53265
C 11.54688 14.31614 11.62131
C 10.89127 14.82248 12.72689
C 9.62581 15.52204 12.60140
C 9.08464 15.60666 11.33791
C 9.77781 15.16707 10.19488
C 11.01986 14.56029 10.36400
P 17.44358 14.62923 12.64075
C 17.69701 15.50776 14.20740
C 17.83167 14.67114 15.33549
C 18.18313 15.17391 16.59358
C 18.46040 16.54731 16.61019
C 18.23422 17.40069 15.54806
C 17.84587 16.90606 14.34254
C 17.35654 16.00909 11.40273
C 18.44051 16.25684 10.52612
C 18.49666 17.32371 9.61986
C 17.38232 18.13935 9.61253
C 16.24285 17.84150 10.31015
C 16.20839 16.82165 11.23174
H 15.92410 13.36250 11.64183
H 15.91502 13.04207 13.40494
H 14.17658 15.50643 12.08226
H 13.99022 14.91518 13.65264
H 14.66185 15.04751 10.12273
H 15.55998 14.83568 7.80386
H 15.41546 12.59717 6.70928
H 14.20089 10.68050 7.73709
H 13.27512 10.99218 10.03812
H 11.24774 14.58220 13.69861
H 9.10520 15.78470 13.47124
H 8.11378 15.96380 11.20099
H 9.22229 15.32570 9.26236
H 11.48776 14.24945 9.42272
H 17.69574 13.64030 15.24977
H 18.32188 14.51420 17.46456
H 18.73641 16.99320 17.53636
H 18.41182 18.45821 15.66064
H 17.61268 17.61838 13.52000
H 19.29194 15.66122 10.65836
H 19.33826 17.49243 8.95566
H 17.42355 18.98380 8.90650
H 15.48802 18.57220 10.16053
H 15.43131 16.69433 11.96442
```